Entry 1:
A molecular structure, C3H3LaO2 at a distorted geometry. Source: OMol25; level of theory: ωB97M-V/def2-TZVPD.

Last column: Mulliken charge in e.
Cartesian coordinates (Å):
1 C -2.248 -0.630 0.095  -0.435
2 C -2.509 0.770 0.000  -0.007
3 H -3.088 1.163 -0.841  0.281
4 H -2.896 -1.483 -0.087  0.361
5 H -2.490 1.378 0.908  0.247
6 O 0.146 -1.315 0.083  -0.746
7 C -0.867 -0.594 -0.193  0.846
8 O -0.614 0.741 -0.290  -0.722
9 La 1.942 0.293 -0.399  2.175

Computed properties:
LUMO energy (spin up / spin down)   -10.55 / -10.55 eV
Net charge   +2
Energy   -297.39576 hartree
Strongest force on any atom   0.09971 Eh/bohr
Gap between HOMO and LUMO (spin up / spin down)   5.15 / 5.15 eV
Energy relative to the best compared isomer or geometry (same formula, charge and spin)   49.9 kcal/mol


Entry 2:
A molecular structure, C3H3Li2NiO3 at a distorted geometry. Source: OMol25; level of theory: ωB97M-V/def2-TZVPD.

Last column: Mulliken charge in e.
Cartesian coordinates (Å):
1 O 0.508 -1.579 -0.145  -0.750
2 Li -0.646 -2.917 0.018  0.908
3 C 0.465 -0.402 0.342  0.514
4 O 1.729 0.001 0.733  -0.397
5 C 2.152 1.320 0.227  -0.513
6 H 2.641 1.139 -0.744  0.307
7 H 2.927 1.641 0.940  0.275
8 Ni 0.270 2.150 0.354  0.409
9 C -1.078 0.357 0.695  -0.326
10 O -1.403 1.079 -0.393  -0.623
11 Li 0.683 0.652 2.481  0.863
12 H -1.212 0.395 1.782  0.332

Computed properties:
LUMO energy (spin up / spin down)   -4.33 / -4.40 eV
Net charge   +1
Energy   -1864.83098 hartree
Strongest force on any atom   0.09632 Eh/bohr
Spin multiplicity   3
Gap between HOMO and LUMO (spin up / spin down)   6.53 / 7.67 eV
Energy relative to the best compared isomer or geometry (same formula, charge and spin)   11.7 kcal/mol